# 1
Here is C3H5NO in the gas phase from OMol25. Energies are from ωB97M-V/def2-TZVPD.

Each line ends with the Löwdin charge.
Atoms and positions in Å:
1 C -1.481 -0.825 -0.073  -0.098
2 C -0.685 0.177 0.536  -0.216
3 C 0.913 0.681 -0.203  -0.189
4 N -1.905 0.376 -0.344  0.140
5 O 1.847 -0.311 0.041  -0.145
6 H -1.707 -1.789 -0.080  0.058
7 H -0.786 0.620 1.552  0.105
8 H 1.273 1.693 0.215  0.128
9 H 0.725 0.619 -1.254  0.075
10 H 1.806 -1.243 -0.391  0.143

Summary:
E, eV: -6725.432
E_HOMO, eV: -9.04
SMILES string: OC[C@@H]1C=N1
Energy relative to the best compared isomer or geometry (same formula, charge and spin), kJ/mol: 399.5



# 2
Here is a molecular structure, C26H31As2CoN2O5 from OMol25. Energies are from ωB97M-V/def2-TZVPD.

Each line ends with the Löwdin spin population.
Atoms and positions in Å:
1 Co 1.289 -0.368 0.237  1.007
2 O -0.552 -6.130 0.458  -0.001
3 C -0.215 -4.817 0.391  -0.002
4 C -0.554 -3.920 1.395  0.001
5 C -0.174 -2.603 1.252  -0.002
6 N 0.512 -2.203 0.187  0.005
7 C 0.834 -3.053 -0.785  -0.001
8 C 0.479 -4.384 -0.727  0.001
9 C 1.567 -2.431 -1.982  0.002
10 O 1.763 -3.161 -2.960  0.001
11 O 1.832 -1.198 -1.828  0.025
12 C -0.571 -1.500 2.246  0.002
13 O -1.365 -1.827 3.143  0.000
14 O -0.060 -0.368 1.998  0.031
15 H -1.065 -6.268 1.258  0.000
16 H -1.115 -4.208 2.280  0.000
17 H 0.736 -5.049 -1.544  0.000
18 C 0.534 2.475 1.020  0.000
19 N 1.729 1.689 0.707  -0.010
20 C 2.493 2.305 -0.382  0.000
21 C 2.558 1.556 1.918  0.000
22 C 3.529 0.434 1.748  -0.006
23 C 4.814 0.460 2.276  -0.002
24 C 5.640 -0.651 2.134  0.000
25 C 5.163 -1.769 1.454  -0.002
26 C 3.876 -1.764 0.915  -0.006
27 C 3.034 -0.663 1.047  -0.044
28 H 0.812 3.460 1.419  0.000
29 H -0.066 1.933 1.748  0.000
30 H -0.061 2.626 0.126  0.000
31 H 2.803 3.325 -0.116  0.000
32 H 1.883 2.348 -1.279  0.000
33 H 3.378 1.705 -0.592  0.000
34 H 1.875 1.311 2.733  0.000
35 H 3.052 2.506 2.156  0.000
36 H 5.175 1.343 2.800  0.000
37 H 6.645 -0.642 2.544  0.000
38 H 5.798 -2.640 1.335  0.000
39 H 3.530 -2.641 0.368  -0.001
40 C 0.401 1.093 -3.330  0.000
41 As -0.429 0.480 -1.678  -0.001
42 C -1.396 -1.015 -2.499  -0.001
43 C -1.887 1.813 -1.546  0.001
44 C -1.843 2.977 -2.315  0.000
45 C -2.744 4.014 -2.113  0.000
46 C -3.701 3.911 -1.113  0.000
47 C -3.754 2.760 -0.337  0.000
48 C -2.868 1.703 -0.544  0.000
49 As -3.011 0.053 0.529  0.000
50 C -4.814 -0.396 -0.130  0.000
51 C -3.542 0.845 2.237  0.000
52 H 1.136 0.330 -3.581  0.000
53 H 0.913 2.045 -3.209  0.000
54 H -0.346 1.175 -4.118  0.000
55 H -2.248 -0.649 -3.066  0.000
56 H -1.731 -1.712 -1.735  0.000
57 H -0.704 -1.532 -3.165  0.000
58 H -1.086 3.086 -3.080  0.000
59 H -2.690 4.904 -2.726  0.000
60 H -4.401 4.719 -0.938  0.000
61 H -4.497 2.690 0.449  0.000
62 H -5.497 0.446 -0.001  0.000
63 H -5.195 -1.263 0.410  0.000
64 H -4.750 -0.646 -1.191  0.000
65 H -4.583 1.169 2.236  0.000
66 H -2.889 1.689 2.453  0.000
67 H -3.378 0.091 3.003  0.000

Summary:
E, eV: -199990.059
E_HOMO (alpha / beta), eV: -4.73 / -4.79
<S²>: 0.807
2S+1: 2
Total charge: -1
Energy relative to the best compared isomer or geometry (same formula, charge and spin), kJ/mol: 0.0



Please write out number 2 again, unchanged.
Here is a molecular structure, C26H31As2CoN2O5 from OMol25. Energies are from ωB97M-V/def2-TZVPD.

Each line ends with the Löwdin spin population.
Atoms and positions in Å:
1 Co 1.289 -0.368 0.237  1.007
2 O -0.552 -6.130 0.458  -0.001
3 C -0.215 -4.817 0.391  -0.002
4 C -0.554 -3.920 1.395  0.001
5 C -0.174 -2.603 1.252  -0.002
6 N 0.512 -2.203 0.187  0.005
7 C 0.834 -3.053 -0.785  -0.001
8 C 0.479 -4.384 -0.727  0.001
9 C 1.567 -2.431 -1.982  0.002
10 O 1.763 -3.161 -2.960  0.001
11 O 1.832 -1.198 -1.828  0.025
12 C -0.571 -1.500 2.246  0.002
13 O -1.365 -1.827 3.143  0.000
14 O -0.060 -0.368 1.998  0.031
15 H -1.065 -6.268 1.258  0.000
16 H -1.115 -4.208 2.280  0.000
17 H 0.736 -5.049 -1.544  0.000
18 C 0.534 2.475 1.020  0.000
19 N 1.729 1.689 0.707  -0.010
20 C 2.493 2.305 -0.382  0.000
21 C 2.558 1.556 1.918  0.000
22 C 3.529 0.434 1.748  -0.006
23 C 4.814 0.460 2.276  -0.002
24 C 5.640 -0.651 2.134  0.000
25 C 5.163 -1.769 1.454  -0.002
26 C 3.876 -1.764 0.915  -0.006
27 C 3.034 -0.663 1.047  -0.044
28 H 0.812 3.460 1.419  0.000
29 H -0.066 1.933 1.748  0.000
30 H -0.061 2.626 0.126  0.000
31 H 2.803 3.325 -0.116  0.000
32 H 1.883 2.348 -1.279  0.000
33 H 3.378 1.705 -0.592  0.000
34 H 1.875 1.311 2.733  0.000
35 H 3.052 2.506 2.156  0.000
36 H 5.175 1.343 2.800  0.000
37 H 6.645 -0.642 2.544  0.000
38 H 5.798 -2.640 1.335  0.000
39 H 3.530 -2.641 0.368  -0.001
40 C 0.401 1.093 -3.330  0.000
41 As -0.429 0.480 -1.678  -0.001
42 C -1.396 -1.015 -2.499  -0.001
43 C -1.887 1.813 -1.546  0.001
44 C -1.843 2.977 -2.315  0.000
45 C -2.744 4.014 -2.113  0.000
46 C -3.701 3.911 -1.113  0.000
47 C -3.754 2.760 -0.337  0.000
48 C -2.868 1.703 -0.544  0.000
49 As -3.011 0.053 0.529  0.000
50 C -4.814 -0.396 -0.130  0.000
51 C -3.542 0.845 2.237  0.000
52 H 1.136 0.330 -3.581  0.000
53 H 0.913 2.045 -3.209  0.000
54 H -0.346 1.175 -4.118  0.000
55 H -2.248 -0.649 -3.066  0.000
56 H -1.731 -1.712 -1.735  0.000
57 H -0.704 -1.532 -3.165  0.000
58 H -1.086 3.086 -3.080  0.000
59 H -2.690 4.904 -2.726  0.000
60 H -4.401 4.719 -0.938  0.000
61 H -4.497 2.690 0.449  0.000
62 H -5.497 0.446 -0.001  0.000
63 H -5.195 -1.263 0.410  0.000
64 H -4.750 -0.646 -1.191  0.000
65 H -4.583 1.169 2.236  0.000
66 H -2.889 1.689 2.453  0.000
67 H -3.378 0.091 3.003  0.000

Summary:
E, eV: -199990.059
E_HOMO (alpha / beta), eV: -4.73 / -4.79
<S²>: 0.807
2S+1: 2
Total charge: -1
Energy relative to the best compared isomer or geometry (same formula, charge and spin), kJ/mol: 0.0